DFT (wB97M-V/def2-TZVPD) results for a molecular structure, C42H47N9ORbS3Si.

2S+1 = 1
ΔE to the lowest compared entry with this formula, charge and spin = 0.7 kcal/mol
net charge = -1
electronic energy = -3705.00917 Ha
lowest unoccupied orbital energy = 0.0706 hartree
highest occupied orbital energy = -3.8 eV

Geometry (Å):
Rb -0.43 -1.02 0.16
C 2.03 0.91 -6.25
C 1.59 1.31 -4.87
C 0.51 2.16 -4.66
C 0.02 2.45 -3.40
C 0.60 1.89 -2.21
N 0.14 2.05 -0.97
C -0.76 3.09 -0.74
C -0.27 4.32 -0.27
C -1.10 5.37 0.08
C -2.49 5.25 -0.01
C -3.40 6.36 0.44
C -2.99 4.05 -0.50
C -2.16 3.01 -0.89
N -2.78 1.88 -1.50
C -3.70 1.96 -2.50
C -4.14 0.69 -2.74
C -3.43 -0.11 -1.83
N -2.61 0.62 -1.09
C 1.79 1.13 -2.46
C 2.24 0.83 -3.73
N 2.63 0.79 -1.35
C 3.80 1.37 -1.03
C 4.24 0.81 0.15
C 3.23 -0.11 0.48
N 2.26 -0.11 -0.43
H 1.83 1.70 -6.98
H 1.52 0.01 -6.60
H 3.11 0.70 -6.29
H 0.00 2.59 -5.52
H -0.83 3.11 -3.29
H 0.80 4.41 -0.17
H -0.67 6.30 0.44
H -2.94 7.33 0.29
H -3.65 6.27 1.50
H -4.34 6.35 -0.12
H -4.06 3.91 -0.59
H -3.94 2.91 -2.95
H -4.86 0.37 -3.48
H -3.46 -1.18 -1.68
H 3.13 0.23 -3.82
H 4.22 2.14 -1.67
H 5.14 1.04 0.69
H 3.16 -0.78 1.32
N -1.41 -4.35 -3.68
C -1.36 -3.33 -4.62
C -1.48 -3.32 -6.01
C -1.34 -2.09 -6.63
C -1.10 -0.92 -5.89
C -1.00 -0.94 -4.51
C -1.14 -2.17 -3.88
N -1.07 -2.47 -2.53
C -1.24 -3.76 -2.45
C -1.17 -4.52 -1.21
C -0.83 -5.83 -1.06
S -0.76 -6.21 0.61
C -1.20 -4.60 0.98
N -1.40 -3.83 -0.04
H -1.62 -5.32 -3.85
H -1.65 -4.22 -6.58
H -1.42 -2.03 -7.70
H -0.98 0.02 -6.41
H -0.80 -0.04 -3.94
H -0.57 -6.55 -1.82
H -1.25 -4.24 2.01
C 1.87 -2.80 6.37
Si 2.80 -1.86 5.04
C 2.29 -0.06 4.98
C 4.62 -1.87 5.57
C 2.74 -2.68 3.35
C 3.89 -3.18 2.76
C 3.85 -3.72 1.47
C 2.64 -3.69 0.81
N 1.51 -3.22 1.34
C 1.52 -2.75 2.61
S 0.03 -2.20 3.31
H 2.00 -2.30 7.34
H 2.26 -3.82 6.46
H 0.81 -2.85 6.13
H 2.61 0.45 5.90
H 1.21 0.03 4.87
H 2.76 0.46 4.14
H 4.71 -1.39 6.55
H 5.25 -1.33 4.87
H 5.01 -2.89 5.67
H 4.83 -3.14 3.29
H 4.74 -4.11 0.99
H 2.56 -4.05 -0.21
C -2.59 0.56 4.97
C -3.28 1.47 3.96
S -2.66 1.27 2.26
O -2.78 -0.19 2.00
C -0.91 1.63 2.59
C -0.72 3.10 2.96
H -3.21 0.45 5.86
H -1.62 0.95 5.28
H -2.43 -0.43 4.53
H -3.21 2.53 4.23
H -4.33 1.22 3.86
H -0.39 1.41 1.65
H -0.55 0.93 3.34
H -1.25 3.75 2.26
H 0.33 3.36 2.93
H -1.09 3.30 3.97